Below is a molecular structure, C31H32BBrN8OSr at a distorted geometry, with properties calculated with ωB97M-V with the def2-TZVPD basis set.

Computed properties:
calculated total energy: -4343.46798 Ha
orbital gap: 6.772 eV
net charge: 0
E_HOMO: -7.474 eV

Geometry (Å):
1 Sr 0.47969 0.40464 -0.22519
2 C 1.12253 -3.30167 -3.02676
3 C 0.19409 -3.34592 -1.91506
4 C -0.77925 -4.31108 -1.61408
5 C -1.44467 -3.85628 -0.42426
6 C -2.69748 -4.48552 0.11337
7 N -0.78525 -2.77128 0.04238
8 N 0.22419 -2.41029 -0.93093
9 B -0.52854 -2.47310 1.57985
10 N 1.07991 -2.19787 1.95436
11 N 1.58105 -0.93516 2.06623
12 C 2.86754 -1.00221 2.41957
13 C 3.81873 0.18631 2.54089
14 C 3.20872 -2.42178 2.65707
15 C 2.02140 -3.04421 2.33682
16 C 1.69843 -4.48384 2.47090
17 N -1.43336 -1.22578 2.17413
18 N -1.44320 -0.10390 1.28584
19 C -2.59442 0.47887 1.38614
20 C -2.87591 1.81364 0.71696
21 C -3.37569 -0.18198 2.38597
22 C -2.65256 -1.26812 2.83080
23 C -3.02457 -2.22721 3.88317
24 H 0.98674 -4.08392 -3.79237
25 H 2.26116 -3.40865 -2.70177
26 H 1.00964 -2.36130 -3.51630
27 H -1.11940 -5.10163 -2.26009
28 H -2.89646 -5.43404 -0.39452
29 H -3.61682 -3.83332 -0.01246
30 H -2.46458 -4.70010 1.22388
31 H -0.86468 -3.35764 2.31449
32 H 3.88806 0.65202 1.52571
33 H 4.77268 -0.15078 2.93721
34 H 3.41299 0.97996 3.14752
35 H 4.09829 -2.73396 3.17946
36 H 1.15805 -4.92064 1.62922
37 H 1.01334 -4.63386 3.34274
38 H 2.66304 -5.02670 2.54071
39 H -2.22465 2.54331 1.23469
40 H -3.94418 2.22675 0.83334
41 H -2.65530 1.67118 -0.35984
42 H -4.38553 0.08154 2.66197
43 H -2.08043 -2.55819 4.40862
44 H -3.54090 -3.12130 3.39131
45 H -3.67287 -1.80371 4.69753
46 Br -1.72269 1.89748 -7.84829
47 C -1.43478 1.47529 -6.06261
48 C -1.97384 0.25640 -5.57081
49 C -1.91234 -0.07639 -4.22020
50 C -1.22936 0.66195 -3.23415
51 O -1.04521 0.30158 -2.01139
52 C -0.85816 1.99713 -3.73109
53 C -0.29967 2.97427 -2.91906
54 N 0.31625 2.75602 -1.71418
55 C 1.05171 3.78449 -1.15955
56 C 1.87488 4.65865 -1.96490
57 C 2.40914 5.78190 -1.37597
58 C 2.42013 5.91734 0.02065
59 C 1.89532 4.90385 0.91963
60 C 2.29435 4.87011 2.28385
61 C 1.73541 3.81574 3.00823
62 C 1.13449 2.69198 2.34380
63 N 0.93536 2.56437 1.06935
64 C 1.14049 3.82630 0.30779
65 C -1.01644 2.36625 -5.13163
66 H -2.22891 -0.50473 -6.31999
67 H -2.34793 -1.07839 -3.89480
68 H -0.40758 3.94594 -3.38907
69 H 1.92986 4.46657 -3.06265
70 H 2.87545 6.62365 -1.92067
71 H 2.92930 6.74479 0.47540
72 H 3.02433 5.62646 2.63544
73 H 1.73636 3.73665 4.09618
74 H 0.97211 1.88042 3.03298
75 H -0.65760 3.37262 -5.40152